# 1
ORCA calculation (ωB97M-V with the def2-TZVPD basis set) on C5H11OP as an isolated structure.

Structure (XYZ):
```
18
Properties=species:S:1:pos:R:3:mulliken_charge:R:1
P -0.044 -1.010 -0.148 0.370
O 0.233 -2.452 -0.137 -0.610
C -2.310 -0.758 0.051 -0.458
C 1.499 -0.070 0.226 0.522
C -2.736 0.654 -0.088 -0.962
C 2.765 -0.743 -0.174 -1.247
C 1.373 1.418 0.292 -1.143
H -2.632 -1.235 1.035 0.322
H 3.434 -0.001 -0.635 0.351
H 3.111 -1.193 0.677 0.297
H -2.531 -1.443 -0.807 0.315
H 1.364 1.632 1.361 0.269
H 0.431 1.601 -0.127 0.320
H -3.802 0.805 -0.045 0.374
H -2.358 1.297 0.740 0.273
H 2.216 1.818 -0.251 0.359
H -2.408 1.102 -1.076 0.266
H 2.396 -1.422 -0.895 0.379
```

**Charge**: 0
**HOMO-LUMO gap (alpha / beta)**: 7.113 / 7.108 eV
**Relative energy (zero: lowest compared OMol25 entry of this formula, charge and spin)**: 76.8 kcal per mole
**HOMO level (alpha / beta)**: -7.5 / -7.5 eV

# 2
ORCA calculation (ωB97M-V with the def2-TZVPD basis set) on one molecule with the formula C5H12.

Structure (XYZ):
```
17
Properties=species:S:1:pos:R:3:mulliken_charge:R:1
C -0.421 1.014 -1.695 -0.956
C 0.172 0.994 -0.279 -0.533
C 0.843 -0.252 1.826 -1.168
C 0.437 -0.432 0.329 0.465
C -0.717 -1.348 0.059 -1.332
H 1.268 -0.860 -0.329 0.198
H -0.919 -1.418 -1.029 0.320
H -0.071 -0.004 -2.385 0.220
H -0.003 0.480 2.211 0.261
H 1.803 0.278 1.858 0.317
H -1.596 -0.955 0.589 0.293
H -0.026 2.091 -2.203 0.277
H -0.547 1.577 0.342 0.310
H 0.834 -1.238 2.313 0.364
H 1.137 1.469 -0.260 0.376
H -0.523 -2.389 0.382 0.374
H -1.670 0.993 -1.728 0.213
```

**Charge**: 0
**HOMO-LUMO gap**: 11.918 eV
**Relative energy (zero: lowest compared OMol25 entry of this formula, charge and spin)**: 40.0 kcal per mole
**HOMO level**: -10.7 eV

# 3
ORCA calculation (ωB97M-V with the def2-TZVPD basis set) on C5H12AuN2OS5Sb as an isolated structure.

Structure (XYZ):
```
27
Properties=species:S:1:pos:R:3:mulliken_charge:R:1
Au -2.446 -0.165 0.992 0.168
Sb -0.061 -2.006 -0.813 0.689
S 0.504 -1.447 1.399 -0.721
S 1.150 -0.736 -2.308 -0.760
S -0.380 3.091 -0.210 0.493
S -2.383 -1.225 -1.025 -0.692
S -0.095 -4.262 -1.206 -0.788
O 0.077 4.496 -0.510 -0.732
N -0.201 0.537 4.138 -0.036
N -2.353 0.782 2.944 -0.591
C 1.088 2.091 -0.009 -0.484
C -0.918 2.371 -1.755 -0.533
C 0.060 -0.774 4.745 -0.825
C 0.967 1.240 3.592 -0.763
C -1.332 0.678 3.492 0.668
H -1.117 1.307 -1.613 0.068
H 1.693 1.360 4.397 0.308
H 0.756 -0.627 5.573 0.274
H 1.393 0.665 2.766 0.230
H 1.671 2.095 -0.929 0.367
H -1.828 2.893 -2.049 0.290
H -0.129 2.505 -2.493 0.266
H 0.657 2.222 3.240 0.301
H -0.874 -1.179 5.128 0.320
H 0.808 1.060 0.231 -0.044
H 1.650 2.538 0.811 0.260
H 0.471 -1.460 4.001 0.268
```

**Charge**: -2
**HOMO-LUMO gap**: 5.678 eV
**Relative energy (zero: lowest compared OMol25 entry of this formula, charge and spin)**: 0.0 kcal per mole
**HOMO level**: -1.0 eV

# 4
ORCA calculation (ωB97M-V with the def2-TZVPD basis set) on C5H12BF2GaIO4S as an isolated structure.

Structure (XYZ):
```
27
Properties=species:S:1:pos:R:3:mulliken_charge:R:1
I -3.578 1.149 -2.266 -0.034
Ga 0.582 1.073 -0.318 0.148
S 2.045 2.923 -0.152 0.933
F 0.781 0.439 -2.054 -0.535
F 3.626 2.382 0.058 -0.317
O 1.689 3.850 0.946 -0.603
O 2.063 3.573 -1.494 -0.619
O 1.417 -1.637 1.053 -0.639
O 0.842 0.148 2.541 -0.667
C -3.255 0.204 0.593 -1.181
C 1.872 -3.601 -0.391 -1.243
C -2.292 0.558 -0.600 -0.274
C 1.375 -2.126 -0.296 0.120
C -1.359 1.769 -0.178 -0.896
B 0.985 -0.307 1.186 1.047
H -0.086 0.240 2.757 0.291
H -3.819 1.127 0.811 0.397
H 2.078 -1.518 -0.905 0.211
H 2.672 -3.814 0.344 0.316
H 2.278 -3.751 -1.414 0.346
H -2.621 -0.097 1.456 0.225
H 0.354 -2.003 -0.703 0.092
H -3.934 -0.631 0.340 0.386
H -1.610 2.154 0.827 0.371
H -1.494 2.537 -0.966 0.495
H 1.048 -4.338 -0.292 0.274
H -1.658 -0.302 -0.881 0.353
```

**Charge**: -1
**HOMO-LUMO gap**: 8.162 eV
**HOMO level**: -5.7 eV

# 5
ORCA calculation (ωB97M-V with the def2-TZVPD basis set) on C5H12BN as an isolated structure.

Structure (XYZ):
```
19
Properties=species:S:1:pos:R:3:mulliken_charge:R:1
N -0.782 0.374 0.165 -0.032
C -0.140 -2.060 -0.132 -0.970
C -0.550 1.777 0.394 -0.972
C -2.135 -0.073 0.459 -0.956
C 1.953 0.374 -0.565 -0.531
C 3.178 0.094 -0.093 -0.699
B 0.211 -0.539 -0.196 0.349
H -0.495 -2.404 -1.156 0.329
H 4.086 0.373 -0.422 0.371
H -0.966 -2.251 0.668 0.317
H -2.348 -0.371 1.511 0.282
H -0.508 1.962 1.501 0.321
H -2.788 0.676 0.180 0.339
H 3.241 -0.647 0.791 0.133
H 0.645 -2.789 0.265 0.254
H 1.766 1.155 -1.230 0.480
H 0.358 2.157 0.096 0.372
H -2.249 -1.013 -0.183 0.340
H -1.348 2.402 0.021 0.276
```

**Charge**: 0
**HOMO-LUMO gap**: 9.770 eV
**Relative energy (zero: lowest compared OMol25 entry of this formula, charge and spin)**: 30.6 kcal per mole
**HOMO level**: -9.0 eV

# 6
ORCA calculation (ωB97M-V with the def2-TZVPD basis set) on a 2-piece molecular cluster, C5H12BN2OPSSi overall.

Structure (XYZ):
```
24
Properties=species:S:1:pos:R:3:mulliken_charge:R:1
S 2.344 1.626 3.517 -0.409
P 3.242 1.342 1.784 0.002
Si 1.906 0.050 0.509 0.173
O 3.473 -2.201 1.685 -0.541
N 1.531 -2.937 0.451 -0.450
N -1.734 0.623 -0.185 -0.208
C -1.438 0.564 -1.478 0.082
C -4.036 0.888 -0.782 -0.471
C -2.387 0.660 -2.485 -0.701
C -3.714 0.825 -2.127 -0.153
C -3.011 0.783 0.147 -0.299
B 2.353 -1.878 0.972 0.480
H 1.887 -3.491 -0.316 0.229
H 0.498 0.386 0.754 -0.005
H -4.484 0.903 -2.884 0.375
H -5.058 1.016 -0.454 0.360
H 2.191 0.205 -0.947 -0.141
H -2.088 0.607 -3.523 0.354
H 3.596 2.539 1.151 0.087
H 3.517 -1.762 2.540 0.308
H 0.583 -2.647 0.247 0.241
H 4.439 0.636 1.934 0.066
H -3.221 0.830 1.210 0.371
H -0.388 0.433 -1.721 0.253
```

**Charge**: 0
**HOMO-LUMO gap**: 8.725 eV
**HOMO level**: -8.2 eV

# 7
ORCA calculation (ωB97M-V with the def2-TZVPD basis set) on C5H12Br2OsSe2 as an isolated structure.

Structure (XYZ):
```
22
Properties=species:S:1:pos:R:3:mulliken_charge:R:1
Os 0.903 0.945 0.002 1.070
Br 3.344 1.190 0.320 0.176
Br 1.219 3.394 0.232 0.185
Se 0.860 -1.410 -0.254 0.339
Se -1.393 0.903 -0.476 0.305
C 1.698 -2.884 0.715 -0.798
C -1.752 -0.857 -1.231 -0.717
C -3.047 1.575 0.322 -0.810
C -1.000 -1.915 -0.465 -0.655
C 3.171 3.150 0.296 -0.363
H -2.829 -1.052 -1.230 0.504
H 3.622 3.544 -0.618 0.456
H 1.061 -3.103 1.578 0.410
H -3.416 0.752 0.947 0.408
H -1.056 -2.870 -1.001 0.491
H -2.824 2.484 0.879 0.413
H 1.717 -3.733 0.024 0.402
H -1.389 -2.098 0.542 0.470
H -1.446 -0.781 -2.281 0.448
H 2.712 -2.597 0.991 0.393
H 3.584 3.584 1.209 0.457
H -3.741 1.781 -0.501 0.416
```

**Charge**: +4
**HOMO-LUMO gap (alpha / beta)**: 6.621 / 6.695 eV
**HOMO level (alpha / beta)**: -26.0 / -26.0 eV

# 8
ORCA calculation (ωB97M-V with the def2-TZVPD basis set) on a 2-piece molecular cluster, C5H12BrN4O overall.

Structure (XYZ):
```
23
Properties=species:S:1:pos:R:3:mulliken_charge:R:1
Br 4.144 -0.470 0.256 -0.110
O -0.055 2.195 0.163 -0.454
N 0.571 -1.070 -0.030 -0.770
N -1.551 -0.812 -0.760 -0.122
N 0.777 0.185 -0.271 1.011
N -1.227 0.165 2.115 -0.609
C -0.300 1.053 -0.027 0.605
C 2.977 1.053 0.001 -0.476
C 1.912 0.715 -0.968 -0.775
C -2.464 -1.817 -0.930 -0.843
C -1.562 0.353 -0.256 -0.543
H -2.472 -2.412 -0.083 0.374
H -0.653 0.775 2.763 0.243
H 2.643 1.495 1.070 0.341
H -2.208 0.217 2.326 0.231
H 1.137 -1.656 -0.483 0.175
H -3.410 -1.368 -0.913 0.370
H 1.547 1.753 -1.368 0.304
H -2.399 -2.462 -1.836 0.291
H -0.826 -0.679 1.757 0.326
H 2.100 -0.050 -1.649 0.568
H 3.690 1.751 -0.556 0.365
H -2.372 1.086 -0.321 0.495
```

**Charge**: +1
**HOMO-LUMO gap (alpha / beta)**: 7.450 / 7.448 eV
**Relative energy (zero: lowest compared OMol25 entry of this formula, charge and spin)**: 51.6 kcal per mole
**HOMO level (alpha / beta)**: -13.4 / -13.4 eV

# 9
ORCA calculation (ωB97M-V with the def2-TZVPD basis set) on a 2-piece molecular cluster, C5H12Cl2O3S overall.

Structure (XYZ):
```
23
Properties=species:S:1:pos:R:3:mulliken_charge:R:1
Cl 0.212 -4.827 0.339 -0.203
Cl 0.215 -7.779 -2.702 -0.198
S 0.082 1.977 -0.251 1.114
O -0.109 3.639 -0.049 -0.296
O 1.392 1.631 0.222 -0.591
O -0.402 1.641 -1.550 -0.581
C 0.319 -7.150 -1.071 -0.358
C -1.168 1.452 0.989 -0.858
C 0.640 4.319 0.893 -0.143
C 0.177 5.818 0.745 -1.204
C -0.017 -5.678 -1.197 -0.463
H 1.368 -7.340 -0.844 0.298
H 0.445 3.896 1.878 0.317
H -0.466 -7.718 -0.573 0.287
H -1.128 0.374 1.142 0.360
H 0.636 -5.174 -1.909 0.311
H -2.147 1.856 0.729 0.307
H 1.698 4.278 0.634 0.286
H 0.637 6.347 1.580 0.370
H -0.783 1.873 1.917 0.288
H -0.905 5.876 0.865 0.317
H 0.347 6.260 -0.237 0.314
H -1.042 -5.569 -1.551 0.325
```

**Charge**: 0
**HOMO-LUMO gap**: 11.462 eV
**HOMO level**: -10.9 eV

# 10
ORCA calculation (ωB97M-V with the def2-TZVPD basis set) on C5H12F3GaO2P as an isolated structure.

Structure (XYZ):
```
24
Properties=species:S:1:pos:R:3:mulliken_charge:R:1
Ga -1.536 -0.129 -0.451 0.272
P -0.543 -1.583 -2.070 0.274
F 1.718 0.426 3.434 -0.310
F 0.891 -1.566 3.376 -0.291
F 2.776 -1.166 2.419 -0.276
O -0.005 -2.882 -1.501 -0.707
O 1.574 -0.640 0.197 -0.546
C 0.151 2.196 -1.459 -0.777
C -0.609 -0.752 1.238 -1.070
C 0.811 -0.250 1.324 -0.060
C -1.235 1.815 -0.918 -0.719
C 1.552 -0.658 2.627 0.800
H -3.106 -0.471 -0.371 -0.359
H 0.471 -0.914 -2.823 -0.021
H -2.011 2.090 -1.645 0.359
H 0.882 2.278 -0.646 0.175
H 0.550 1.433 -2.136 0.151
H -1.201 -0.459 2.111 0.496
H -0.579 -1.850 1.229 0.456
H -1.396 -1.791 -3.195 0.012
H 1.296 -1.534 -0.060 0.327
H 0.847 0.846 1.343 0.183
H -1.454 2.413 -0.022 0.287
H 0.157 3.149 -2.003 0.343
```

**Charge**: -1
**HOMO-LUMO gap**: 8.389 eV
**HOMO level**: -4.8 eV

Going through the records in order, we get DFT total energy values of -16696.3347, -5378.2058, -74815.5711, -90997.8877, -7544.1783, -39086.3431, -278569.6065, -83418.3342, -47401.2990, -79293.8524 eV.
Going through the records in order, we get maximum force values of 4.27, 3.80, 0.38, 3.44, 5.69, 1.20, 1.37, 6.89, 3.87, 0.40 eV Å⁻¹.